*A*
DFT (wB97M-V/def2-TZVPD) results for a cluster of 2 separate species, C2H8N2O2 in total.

The geometry in XYZ format:
```
14
Properties=species:S:1:pos:R:3:lowdin_charge:R:1
O 1.41 2.14 1.25 0.035
O 3.03 0.60 1.46 0.069
N -1.20 0.11 -1.24 -0.060
N -0.68 -2.20 -1.04 -0.064
C -1.48 -1.06 -0.35 -0.289
C 2.14 1.25 1.95 -0.400
H -1.16 1.04 -0.83 0.036
H -1.96 0.33 -1.93 0.068
H -1.00 -0.72 0.61 0.111
H 0.25 -1.72 -1.19 0.058
H -1.01 -2.42 -2.01 0.062
H -2.51 -1.36 -0.44 0.083
H 2.12 2.53 0.68 0.134
H 2.04 1.48 3.07 0.159
```

Summary:
SMILES string: O=CO.NCN
Gap between HOMO and LUMO in eV: 9.51


*B*
DFT (wB97M-V/def2-TZVPD) results for a cluster of 2 separate species, C2H8N2O2 in total.

The geometry in XYZ format:
```
14
Properties=species:S:1:pos:R:3:lowdin_charge:R:1
O -2.09 2.01 -1.17 -0.063
O 1.79 -1.18 0.15 0.048
N -0.20 -0.14 0.88 -0.021
N 0.90 0.52 -1.05 0.166
C 0.92 -0.35 -0.01 -0.607
C -0.59 -1.37 1.59 -0.110
H -1.74 2.51 -1.92 0.040
H -0.76 -1.14 2.64 0.076
H 0.19 -2.14 1.58 0.072
H -1.47 -1.80 1.12 0.070
H 0.20 0.46 1.60 0.117
H 1.62 0.43 -1.75 0.104
H -2.47 1.22 -1.57 0.042
H 0.13 1.15 -1.21 0.066
```

Summary:
SMILES string: CNC(N)=O.O
Gap between HOMO and LUMO in eV: 10.14


Most stable: *B*. Least stable: *A*.


*A*
DFT (wB97M-V/def2-TZVPD) results for a cluster of 2 separate species, C2H8N2O2 in total.

The geometry in XYZ format:
```
14
Properties=species:S:1:pos:R:3:lowdin_charge:R:1
O -1.72 0.55 -0.01 -0.017
O 0.58 1.22 0.74 -0.236
N -1.01 -1.30 1.06 0.170
N 1.58 2.06 0.16 -0.047
C -0.28 -0.98 -1.22 -0.006
C -1.06 -0.50 -0.02 -0.586
H 0.77 -1.08 -0.98 0.080
H 2.05 1.51 -0.56 0.056
H 2.26 2.23 0.90 0.067
H -0.28 -1.98 1.16 0.109
H -0.40 -0.27 -2.03 0.088
H -0.43 1.46 0.43 0.118
H -0.65 -1.96 -1.53 0.087
H -1.42 -0.96 1.92 0.118
```

Summary:
SMILES string: CC(N)=O.NO
Gap between HOMO and LUMO in eV: 9.82


*B*
DFT (wB97M-V/def2-TZVPD) results for a cluster of 2 separate species, C2H8N2O2 in total.

The geometry in XYZ format:
```
14
Properties=species:S:1:pos:R:3:lowdin_charge:R:1
O 0.81 2.07 -0.40 -0.026
O 2.40 -0.47 0.37 -0.089
N 0.19 0.89 -0.74 -0.071
N -1.28 1.06 0.99 0.102
C -1.25 -1.03 -0.47 -0.021
C -0.83 0.34 0.03 -0.500
H 0.21 2.43 0.31 0.095
H 1.59 -0.96 0.64 0.034
H -1.78 -0.87 -1.48 0.117
H 0.82 0.20 -1.09 0.096
H 3.21 -0.99 0.69 0.085
H -0.33 -1.59 -0.64 0.058
H -1.85 -1.60 0.23 0.073
H -1.92 0.51 1.56 0.047
```

Summary:
SMILES string: [H]/N=C(\C)NO.O
Gap between HOMO and LUMO in eV: 8.96


*C*
DFT (wB97M-V/def2-TZVPD) results for a structure of composition C2H8N2O2.

The geometry in XYZ format:
```
14
Properties=species:S:1:pos:R:3:lowdin_charge:R:1
O 0.64 0.77 1.17 0.054
O 0.15 1.18 -1.22 -0.231
N -1.94 0.27 0.81 0.063
N -0.92 -0.52 0.08 -0.032
C 0.38 -0.09 0.17 -0.509
C 1.49 -1.05 -0.18 0.036
H 1.00 1.19 -1.68 -0.015
H 0.97 -1.90 -0.47 0.064
H 2.09 -0.50 -0.99 0.117
H -2.83 -0.02 0.55 0.061
H -1.03 -0.65 -0.88 0.106
H -1.81 1.25 0.58 0.074
H 2.06 -1.16 0.72 0.083
H -0.25 1.23 1.34 0.128
```

Summary:
Gap between HOMO and LUMO in eV: 9.78


Most stable: *A*. Least stable: *C*.


*A*
DFT (wB97M-V/def2-TZVPD) results for an isolated molecule of C2H8N2O2.

The geometry in XYZ format:
```
14
Properties=species:S:1:pos:R:3:lowdin_charge:R:1
O 0.11 -1.73 -1.86 -0.032
O -0.87 -0.63 -0.23 -0.154
N 0.29 -0.61 -1.01 -0.176
N 1.53 -0.84 0.02 0.067
C -0.74 0.16 0.93 -0.285
C -0.65 1.64 0.62 -0.088
H 1.57 -1.85 0.16 0.074
H -0.70 2.21 1.55 0.071
H 0.30 -0.18 1.34 0.109
H -1.47 1.95 -0.02 0.073
H 0.28 1.87 0.12 0.061
H 2.31 -0.53 -0.53 0.067
H -1.62 -0.10 1.52 0.117
H -0.35 -1.38 -2.63 0.096
```

Summary:
SMILES string: CCON(N)O
Gap between HOMO and LUMO in eV: 9.89


*B*
DFT (wB97M-V/def2-TZVPD) results for a cluster of 2 separate species, C2H8N2O2 in total.

The geometry in XYZ format:
```
14
Properties=species:S:1:pos:R:3:lowdin_charge:R:1
O -0.29 2.39 0.63 0.010
O -1.15 -1.70 -2.04 -0.085
N -0.53 0.19 1.16 0.026
N 1.16 0.02 -0.51 0.014
C -1.00 1.43 0.89 -0.367
C 0.84 -0.21 0.88 -0.268
H -2.08 1.54 1.00 0.129
H -1.24 -0.52 1.22 0.128
H 1.02 0.97 -0.82 0.065
H -0.33 -1.82 -1.55 0.002
H 2.12 -0.21 -0.74 0.077
H -0.89 -1.14 -2.78 0.035
H 1.48 0.34 1.56 0.115
H 0.89 -1.27 1.10 0.118
```

Summary:
SMILES string: NCNC=O.O
Gap between HOMO and LUMO in eV: 10.58


Most stable: *B*. Least stable: *A*.